# 1
13
Properties=species:S:1:pos:R:3:lowdin_spin:R:1 method="wB97M-V/def2-TZVPD" spin_multiplicity=3 e_above_lowest_kcal_mol=0.0 total_charge=-1 largest_force_ev_per_a=4.44 s2=2.02 orbital_gap_ha="0.2041 / 0.2920" e_lumo_ev="3.429 / 2.264"
C 1.98 0.91 -0.35 0.11
C 2.38 -1.11 1.05 0.00
C -3.01 0.78 -0.52 0.01
C 0.71 0.92 -0.49 0.75
N 2.59 -0.19 0.34 0.03
O -4.04 0.90 -0.01 0.01
O 2.51 -2.03 1.76 0.00
O -2.15 0.92 -1.32 0.02
O -2.22 -0.60 0.80 0.18
O -0.83 -2.34 0.04 0.29
S -0.88 -1.24 0.97 0.53
H 2.82 1.55 -0.99 0.04
H 0.13 1.52 -1.29 0.05

# 2
20
Properties=species:S:1:pos:R:3:lowdin_charge:R:1 method="wB97M-V/def2-TZVPD" smiles=C[C@@](O)([SeH])c1ccccc1 e_above_lowest_kcal_mol=10.2 largest_force_ev_per_a=3.54 orbital_gap_ha=0.3375 e_lumo_ev=0.696
C -1.87 1.14 0.26 -0.07
C -1.28 -0.10 -0.54 -0.80
O -2.17 -1.16 -0.36 -0.10
Se -1.27 0.33 -2.53 0.79
C 0.10 -0.50 0.02 -0.16
C 1.05 0.41 0.54 -0.05
C 2.30 -0.03 0.85 -0.12
C 2.66 -1.33 0.63 -0.11
C 1.90 -2.21 -0.09 -0.08
C 0.57 -1.87 -0.31 0.00
H -2.81 1.40 -0.13 0.05
H -1.98 0.75 1.30 0.11
H -1.23 1.98 0.22 0.06
H -3.04 -0.79 -0.16 0.09
H -1.04 -1.13 -2.86 -0.12
H 1.01 1.46 0.69 0.10
H 2.93 0.75 1.28 0.11
H 3.66 -1.58 1.11 0.12
H 2.31 -3.08 -0.49 0.09
H -0.19 -2.54 -0.62 0.09

# 3
17
Properties=species:S:1:pos:R:3:lowdin_charge:R:1 method="wB97M-V/def2-TZVPD" smiles="CC/C=C/N.O" e_above_lowest_kcal_mol=78.9 largest_force_ev_per_a=3.48 orbital_gap_ha=0.3232 e_lumo_ev=0.634
C -0.60 1.80 3.00 -0.14
C -1.62 0.92 2.09 -0.26
C -0.81 -0.37 1.46 -0.15
C -0.15 -0.08 0.30 -0.27
N 0.09 -1.07 -0.71 -0.04
H 0.18 1.00 3.49 0.10
H -1.08 2.49 3.85 0.09
H -0.04 2.47 2.34 0.03
H -2.55 0.55 2.66 0.09
H -2.17 1.40 1.22 0.09
H -0.69 -1.40 1.98 0.12
H 0.19 0.98 -0.19 0.15
H 1.06 -1.17 -1.08 0.07
H -0.27 -2.10 -0.62 0.12
O 2.38 -1.15 -5.03 -0.12
H 3.09 -0.63 -4.46 0.09
H 1.67 -0.49 -5.04 0.03

# 4
9
Properties=species:S:1:pos:R:3:lowdin_charge:R:1 method="wB97M-V/def2-TZVPD" e_above_lowest_kcal_mol=58.3 largest_force_ev_per_a=1.77 orbital_gap_ha=0.3715 e_lumo_ev=-0.645
N 1.24 0.34 -0.86 0.20
C 0.11 0.97 -0.46 -0.54
O -0.19 2.13 -0.70 0.11
C -0.89 0.28 0.31 0.11
C -1.83 -0.19 0.97 0.08
C -1.17 -1.42 1.30 -0.33
N -0.59 -2.39 1.55 0.14
H 1.46 -0.62 -0.67 0.12
H 1.86 0.90 -1.43 0.13

# 5
104
Properties=species:S:1:pos:R:3:lowdin_spin:R:1 method="wB97M-V/def2-TZVPD" spin_multiplicity=2 total_charge=+1 largest_force_ev_per_a=0.65 s2=0.76 orbital_gap_ha="0.2209 / 0.2660" e_lumo_ev="-2.978 / -2.990"
Al -1.35 0.00 1.33 0.00
C -2.92 1.67 4.05 0.00
C -1.94 0.53 3.95 0.00
C -2.31 -0.71 3.39 0.00
C -1.48 -1.84 3.56 0.00
C -2.04 -3.22 3.31 0.00
C -0.21 -1.67 4.06 0.00
C 0.23 -0.41 4.50 0.00
C 1.62 -0.25 5.03 0.00
C -0.66 0.66 4.48 0.00
H -3.09 1.91 5.10 0.00
H -3.88 1.40 3.61 0.00
H -2.54 2.56 3.55 0.00
H -3.34 -0.87 3.07 0.00
H -2.59 -3.52 4.20 0.00
H -1.26 -3.95 3.14 0.00
H -2.74 -3.24 2.48 0.00
H 0.46 -2.52 4.14 0.00
H 1.72 -0.77 5.99 0.00
H 1.88 0.79 5.18 0.00
H 2.35 -0.70 4.34 0.00
H -0.35 1.61 4.88 0.00
C -7.02 5.91 0.77 0.00
C -5.86 4.95 0.65 0.00
C -5.94 3.66 1.18 0.00
C -4.88 2.78 1.07 0.00
C -3.72 3.19 0.41 0.00
C -3.63 4.46 -0.15 0.00
C -4.70 5.33 -0.02 0.00
S -2.37 2.10 0.20 0.00
O -1.70 2.46 -1.01 0.00
O -1.53 2.04 1.43 0.00
N -2.87 0.59 0.32 0.00
C -3.41 -0.25 -0.65 0.00
C -4.34 0.03 -1.61 0.00
C -4.76 -1.00 -2.50 0.00
C -4.24 -2.26 -2.43 0.00
C -3.25 -2.57 -1.46 0.00
C -2.58 -3.80 -1.36 0.00
C -1.57 -3.96 -0.46 0.00
C -1.24 -2.89 0.39 0.00
N -1.87 -1.74 0.36 0.00
C -2.86 -1.56 -0.57 0.00
H -7.84 5.47 1.33 0.00
H -7.38 6.19 -0.22 0.00
H -6.70 6.82 1.27 0.00
H -6.84 3.35 1.69 0.00
H -4.95 1.77 1.46 0.00
H -2.74 4.75 -0.68 0.00
H -4.63 6.32 -0.45 0.00
H -4.74 1.03 -1.70 0.00
H -5.50 -0.77 -3.25 0.00
H -4.56 -3.03 -3.12 0.00
H -2.85 -4.62 -2.03 0.00
H -1.01 -4.89 -0.39 0.00
H -0.42 -2.96 1.10 0.00
C 1.48 1.81 2.14 0.01
C 1.47 0.49 1.40 0.01
O 2.65 0.08 1.11 0.24
N 0.40 -0.14 0.99 0.04
Te 2.03 -1.63 -0.59 0.48
C 3.94 -2.38 -1.22 0.05
C 4.20 -2.59 -2.58 0.02
C 3.19 -2.33 -3.67 0.02
C 5.46 -3.05 -2.95 0.00
C 6.45 -3.31 -2.02 0.01
C 7.82 -3.78 -2.44 0.00
C 6.15 -3.13 -0.67 0.00
C 4.91 -2.67 -0.25 0.01
C 4.67 -2.48 1.23 0.01
C 2.05 0.08 -1.84 0.02
C 0.87 0.38 -2.52 0.01
C -0.38 -0.46 -2.43 0.01
C 0.83 1.50 -3.35 0.00
C 1.93 2.32 -3.52 0.01
C 1.87 3.55 -4.39 0.00
C 3.09 2.00 -2.83 0.00
C 3.19 0.90 -1.98 0.01
C 4.54 0.66 -1.34 0.00
H 2.34 1.86 2.80 0.00
H 0.56 2.00 2.69 0.00
H 1.59 2.60 1.40 0.00
H 2.20 -2.73 -3.41 0.01
H 3.50 -2.81 -4.60 0.00
H 3.06 -1.27 -3.87 0.00
H 5.67 -3.21 -4.00 0.00
H 7.84 -4.06 -3.49 0.00
H 8.14 -4.65 -1.85 0.00
H 8.56 -3.00 -2.29 0.00
H 6.91 -3.35 0.07 0.00
H 5.47 -2.94 1.80 0.00
H 3.72 -2.93 1.54 0.01
H 4.61 -1.42 1.49 0.00
H -0.55 -0.82 -1.42 0.01
H -0.31 -1.33 -3.09 0.00
H -1.25 0.12 -2.73 0.00
H -0.09 1.73 -3.87 0.00
H 0.99 3.54 -5.03 0.00
H 2.75 3.63 -5.03 0.00
H 1.83 4.45 -3.78 0.00
H 3.97 2.63 -2.95 0.00
H 5.10 1.59 -1.31 0.00
H 5.12 -0.06 -1.94 0.00
H 4.46 0.27 -0.33 0.00

# 6
48
Properties=species:S:1:pos:R:3:lowdin_charge:R:1 method="wB97M-V/def2-TZVPD" smiles="O=C(Nc1ccc(Oc2ccccc2)cc1)N[C@@H](Cc1ccccc1)C(=O)O" e_above_lowest_kcal_mol=2.7 largest_force_ev_per_a=0.71 orbital_gap_ha=0.3233 e_lumo_ev=0.495
O -3.37 0.08 -2.20 0.07
C -2.33 0.21 -1.60 -0.54
N -1.25 -0.60 -1.88 0.14
C -0.01 -0.68 -1.25 -0.26
C 0.76 0.46 -0.98 -0.02
C 1.99 0.34 -0.37 -0.01
C 2.49 -0.91 -0.03 -0.27
O 3.68 -1.08 0.64 0.03
C 4.75 -0.27 0.38 -0.26
C 5.00 0.28 -0.87 -0.02
C 6.14 1.04 -1.07 -0.08
C 7.03 1.26 -0.03 -0.10
C 6.78 0.70 1.21 -0.08
C 5.65 -0.06 1.42 -0.01
C 1.75 -2.05 -0.32 0.01
C 0.51 -1.93 -0.92 -0.02
N -2.12 1.17 -0.65 0.11
C -3.26 1.80 -0.04 -0.20
C -3.63 1.12 1.30 -0.07
C -3.76 -0.36 1.07 -0.24
C -4.94 -0.89 0.56 -0.04
C -5.03 -2.24 0.26 -0.07
C -3.94 -3.07 0.46 -0.09
C -2.76 -2.55 0.97 -0.09
C -2.68 -1.20 1.27 -0.05
C -3.02 3.28 0.22 -0.49
O -3.87 4.06 0.56 0.12
O -1.73 3.63 0.08 0.12
H -1.52 -1.40 -2.45 0.15
H 0.40 1.43 -1.28 0.12
H 2.56 1.23 -0.15 0.12
H 4.32 0.09 -1.69 0.12
H 6.34 1.46 -2.05 0.10
H 7.92 1.85 -0.19 0.10
H 7.47 0.86 2.02 0.10
H 5.44 -0.50 2.38 0.12
H 2.15 -3.01 -0.05 0.12
H -0.06 -2.82 -1.14 0.11
H -1.30 1.10 -0.07 0.12
H -4.10 1.70 -0.74 0.17
H -2.85 1.32 2.03 0.13
H -4.57 1.55 1.66 0.13
H -5.79 -0.24 0.40 0.12
H -5.95 -2.64 -0.13 0.10
H -4.01 -4.12 0.22 0.10
H -1.91 -3.19 1.13 0.10
H -1.75 -0.80 1.66 0.11
H -1.62 4.57 0.25 0.14